Formula: CH7O5
Source: the Open Molecules 2025 dataset
Level of theory: ωB97M-V with the def2-TZVPD basis set

Element x y z (Å)
H: 0.827 1.089 -0.606
O: 1.132 -1.062 -0.887
H: -3.322 2.094 1.403
H: -0.044 2.145 -1.154
O: 0.787 2.065 -0.672
O: 3.316 -2.045 0.440
O: -3.835 1.659 2.090
H: -0.464 -2.221 -1.262
H: -3.475 0.766 2.142
H: 3.591 -1.169 0.721
O: -0.961 -0.283 -1.014
H: 2.554 -1.861 -0.150
C: -0.105 -1.177 -1.051

* charge: -1
* orbital gap: 8.90 eV
* relative energy (zero: lowest compared OMol25 entry of this formula, charge and spin): 44.0 kJ/mol
* largest force on an atom: 0.4 eV Å⁻¹
* HOMO energy: -5.189 eV
* lowest unoccupied orbital energy: 3.71 eV

Mulliken population analysis, charges in e, atoms 1 to 4: H 0.392; O -0.742; H 0.334; H 0.296

---

Formula: C35H58N3OP2Sr
Source: the Open Molecules 2025 dataset
Level of theory: ωB97M-V with the def2-TZVPD basis set

Element x y z (Å)
C: 0.370 -4.437 -3.388
H: 2.410 4.398 -2.208
H: 0.844 -6.153 -0.457
H: -1.762 6.095 0.041
H: 0.365 -3.438 -3.813
H: -1.162 3.419 2.712
H: -4.348 -0.262 -3.770
H: 1.027 0.896 3.571
H: 1.017 -5.068 -4.009
H: 1.950 -2.803 -4.562
C: -3.433 -0.032 -3.210
H: -3.532 2.687 -0.066
H: -1.165 -1.693 1.581
C: 4.633 0.124 2.469
H: 0.841 -4.656 2.658
H: -3.684 2.153 -3.337
H: 6.216 -0.063 4.760
H: 1.874 1.173 -2.999
H: 2.926 4.315 0.190
H: 2.000 -3.677 1.727
H: 2.916 1.282 5.172
C: 1.926 -0.907 -3.454
C: -0.322 -2.302 1.949
C: -1.956 1.581 -2.215
H: -0.444 -2.309 -2.993
Sr: 0.283 0.307 0.458
H: -0.509 4.966 2.110
H: 4.002 -0.592 -3.934
H: 2.305 2.658 0.128
H: 1.710 3.783 1.378
C: 3.126 0.895 4.173
P: -0.658 3.197 -0.278
C: 1.395 3.985 -2.096
H: -2.987 5.157 -0.847
H: 2.873 -4.642 -0.982
H: -3.319 5.721 0.798
H: 0.796 -6.642 -2.165
C: -1.568 3.048 -1.879
H: -0.615 -2.648 2.950
H: 3.625 -0.584 -2.173
C: -2.534 5.324 0.137
C: -3.100 1.301 -2.970
H: 0.407 5.972 0.576
C: -1.379 -4.364 0.947
H: -2.137 -3.780 0.404
H: -2.510 3.619 -1.853
C: -0.201 -1.675 -2.127
C: 2.069 0.682 3.289
C: -3.147 3.015 0.909
H: 6.233 1.652 4.339
C: 0.928 4.216 -0.648
H: 1.441 2.921 -2.363
H: 3.692 -2.104 -3.032
H: 2.807 -5.150 -2.683
C: 1.112 -4.322 1.647
C: 1.599 -1.767 -4.670
H: -0.649 -4.817 -3.479
C: 2.020 3.706 0.325
P: 0.197 -3.161 -0.766
N: 1.666 -0.894 -0.972
H: 2.764 -3.419 -2.266
H: 0.755 4.500 -2.825
C: -1.997 4.035 0.772
H: -1.760 -4.590 1.947
H: -0.657 -5.945 -1.418
C: -0.084 -3.555 1.078
H: 3.618 -0.464 0.618
C: -1.366 0.857 3.009
H: -0.948 3.479 -2.692
H: 1.390 -5.209 1.069
O: -1.934 1.077 3.987
H: 1.651 6.234 -0.660
C: 3.410 -1.053 -3.138
H: -2.844 2.128 1.485
C: 0.888 -4.517 -1.942
H: 5.238 1.089 5.693
H: -2.166 4.886 2.746
C: 0.439 -5.896 -1.441
H: 0.538 -1.750 -4.966
H: -2.732 -2.066 -3.009
C: 4.430 0.611 3.763
C: 1.149 -1.156 -2.115
C: 1.584 0.524 -3.834
H: 0.590 -1.693 2.087
C: 5.589 0.834 4.688
H: -0.046 6.110 -1.155
C: 0.700 5.717 -0.450
C: -1.410 4.339 2.163
C: 3.534 -0.075 1.637
H: 2.119 0.828 -4.749
N: 2.272 0.201 2.038
H: 2.169 -1.365 -5.526
C: 2.424 -4.414 -1.958
N: -1.151 0.605 -1.747
H: -1.223 -5.306 0.408
C: -2.557 -1.021 -2.768
C: -1.365 -0.682 -2.110
H: -3.978 3.496 1.447
H: 0.501 0.627 -3.993
H: 5.632 -0.100 2.103

* charge: +1
* orbital gap: 5.03 eV
* relative energy (zero: lowest compared OMol25 entry of this formula, charge and spin): 344.5 kJ/mol
* largest force on an atom: 3.9 eV Å⁻¹
* HOMO energy: -7.680 eV
* lowest unoccupied orbital energy: -2.65 eV

Mulliken population analysis, charges in e, atoms 1 to 4: C -1.692; H 0.568; H 0.296; H 0.329

---

Formula: C36H35FN5O3V
Source: the Open Molecules 2025 dataset
Level of theory: ωB97M-V with the def2-TZVPD basis set

Element x y z (Å)
C: 0.665 -5.608 -0.342
H: 0.228 -0.982 3.197
C: 0.033 4.108 -0.468
H: 5.089 1.428 1.139
C: 1.352 1.974 -3.337
C: 2.654 -4.283 -0.304
H: -5.247 -3.173 3.765
C: 3.459 3.053 -0.268
H: -4.460 -2.644 -2.929
N: -2.339 -1.946 -0.441
C: -0.784 -1.370 3.201
C: -2.560 -2.113 1.936
H: -1.142 5.880 -0.487
C: 1.014 0.505 -3.072
C: 4.585 3.655 -2.323
C: -3.125 -2.315 0.610
H: 3.450 0.863 1.483
O: -6.726 -4.444 0.611
C: -2.829 -2.075 -1.658
H: -5.887 -3.359 -1.040
C: -4.640 -2.931 2.904
H: -3.319 -2.303 5.227
H: -0.537 2.699 -2.517
H: -3.245 4.733 0.196
H: 0.303 3.878 -3.518
C: 0.098 2.726 -0.251
C: -1.487 -1.592 4.392
H: 2.686 3.550 3.118
N: -1.295 -1.624 2.009
V: -0.375 -1.352 0.185
H: -1.132 -4.449 -0.126
C: -4.404 -2.850 0.452
N: -6.470 -3.811 1.613
H: 5.431 4.096 -2.831
H: 3.294 -1.807 0.731
C: 3.534 3.136 -3.058
C: -3.317 -2.379 3.067
C: -2.325 4.182 0.073
C: 2.354 3.324 2.104
C: -4.110 -2.576 -1.911
C: -2.754 -2.108 4.325
H: -1.019 -1.362 5.336
H: -0.513 2.510 -4.270
C: 2.401 2.542 -1.035
H: 0.937 4.619 -0.773
O: 1.471 -0.854 0.513
N: 0.532 -3.239 -0.075
O: -7.187 -3.669 2.569
H: -2.181 -1.766 -2.471
C: -2.302 2.809 0.278
C: 0.082 2.817 -3.409
C: -1.147 4.813 -0.310
C: 2.441 -1.755 0.043
F: -1.149 0.746 0.229
H: -3.185 2.247 0.547
C: -4.899 -2.966 -0.864
C: 2.052 -5.517 -0.411
C: 3.578 3.000 1.251
C: -0.049 -4.445 -0.178
H: 5.377 3.995 -0.371
H: 3.569 3.164 -4.140
C: 2.436 2.554 -2.436
H: 0.321 0.141 -3.834
H: 1.797 4.187 1.746
H: 2.649 -6.410 -0.541
H: 4.314 3.774 1.492
H: 1.322 1.054 -0.010
H: 0.148 -6.553 -0.414
H: 4.395 1.655 2.746
C: 4.170 1.657 1.678
H: 1.806 1.995 -4.333
C: -5.118 -3.165 1.674
C: 4.550 3.598 -0.944
H: 2.849 -1.424 -0.922
H: 1.659 2.487 2.166
C: -1.112 2.147 0.108
C: 1.870 -3.148 -0.131
H: 0.541 0.383 -2.095
N: 1.240 1.985 -0.416
H: 3.730 -4.181 -0.344
H: 1.905 -0.123 -3.107

* charge: +1
* spin multiplicity: 4
* <S²>: 3.760
* orbital gap (spin up / spin down): 6.17 / 6.23 eV
* relative energy (zero: lowest compared OMol25 entry of this formula, charge and spin): 0.0 kJ/mol
* largest force on an atom: 0.8 eV Å⁻¹
* HOMO energy (spin up / spin down): -9.998 / -10.016 eV
* lowest unoccupied orbital energy (spin up / spin down): -3.83 / -3.79 eV

Mulliken population analysis, charges in e, atoms 1 to 4: C -1.049; H 0.534; C 0.104; H 0.367